Computed, not measured: C62H62As2N4O11PSiV as an isolated structure in a non-equilibrium geometry, with ωB97M-V/def2-TZVPD.

Geometry as XYZ:
```
144
Properties=species:S:1:pos:R:3:forces:R:3
V -0.574538 -0.754043 0.106478 -1.01 1.24 -0.12
C -3.053564 -2.861889 3.348473 0.61 0.02 -0.59
Si -1.426811 -3.056472 2.335478 0.15 -0.65 1.18
C -0.044476 -2.337672 3.433866 -0.42 -0.08 -0.65
C -1.045965 -4.926227 2.107092 -0.27 0.70 -0.01
N -1.559977 -2.280371 0.763231 0.52 0.31 0.39
C -2.339025 -2.865461 -0.186750 -0.44 -0.23 -1.15
C -3.268943 -3.895448 0.025696 0.15 0.24 -0.01
C -3.979553 -4.455047 -1.016829 -0.06 -0.07 -0.17
C -3.797240 -4.012385 -2.314448 -0.04 0.08 0.07
C -2.923961 -2.963031 -2.558148 0.17 0.26 -0.12
C -2.225216 -2.393671 -1.511334 -1.17 -1.32 0.34
O -1.376289 -1.308592 -1.669028 0.04 -0.02 0.31
C -0.906006 -1.122398 -2.964644 0.63 0.44 -1.83
C 0.118709 -1.926261 -3.449353 -0.24 0.07 0.40
C 0.596328 -1.712562 -4.728979 -0.12 -0.07 0.00
C 0.030562 -0.740146 -5.538374 -0.07 0.03 -0.04
C -1.029303 0.017888 -5.070814 0.08 0.00 -0.06
C -1.497965 -0.165302 -3.779484 -0.13 -0.22 0.65
H -3.193933 -3.724508 3.991891 0.03 -0.23 0.14
H -3.931225 -2.770529 2.720236 -0.25 -0.01 -0.19
H -3.021991 -1.982194 3.982080 0.10 0.14 0.09
H -0.264284 -2.479316 4.488661 -0.24 -0.11 0.15
H 0.079309 -1.274217 3.259028 0.04 0.02 0.03
H 0.903280 -2.826757 3.234537 0.15 -0.09 -0.07
H -0.347451 -5.268818 2.864403 0.16 0.05 0.20
H -0.591735 -5.108476 1.138255 0.11 0.04 -0.20
H -1.930749 -5.550387 2.176387 -0.22 -0.08 0.03
H -3.432616 -4.257383 1.024120 -0.01 -0.10 0.20
H -4.683701 -5.248427 -0.815246 -0.04 -0.09 0.05
H -4.338746 -4.459451 -3.132263 -0.05 -0.04 -0.09
H -2.785820 -2.593841 -3.564815 0.00 0.00 0.00
H 0.539984 -2.684995 -2.805636 0.06 0.00 0.05
H 1.408304 -2.315473 -5.102682 0.12 -0.05 0.01
H 0.405732 -0.586386 -6.539203 0.04 0.02 -0.06
H -1.501219 0.745163 -5.717354 -0.01 0.08 0.03
H -2.332447 0.404267 -3.394629 -0.01 0.03 0.03
C 4.692318 0.659441 -1.066208 0.31 0.44 0.07
O 3.610708 -0.217911 -1.252051 -0.37 -0.32 -0.41
C 2.374726 0.215108 -1.573658 0.06 1.22 -0.11
O 1.485955 -0.640211 -1.538882 -0.44 -1.20 0.37
C 2.001369 1.588283 -1.814628 -0.93 -1.21 0.94
C 2.670849 2.521202 -2.557111 0.73 1.47 -0.88
As 2.111401 4.346752 -3.023018 0.74 -0.40 0.93
C 2.419434 5.445726 -1.360426 -0.11 0.26 -0.37
C 0.186130 4.166061 -2.851782 -0.24 -1.12 0.80
C -0.474332 3.112658 -2.320351 0.63 0.39 -0.28
As 0.203206 1.780944 -1.035384 1.67 1.02 -0.54
C 0.716743 3.092963 0.376464 -0.25 -0.18 0.13
C -1.893462 2.917375 -2.565701 -1.11 -0.25 0.02
O -2.596927 2.186921 -1.886466 0.02 0.44 -0.34
O -2.345776 3.539580 -3.671981 0.42 -0.09 0.17
C -3.714809 3.346772 -3.985796 -0.45 -0.10 0.08
C -0.547266 5.398595 -3.206620 -0.65 0.81 -0.08
O -1.136337 6.000017 -2.336804 0.20 -0.11 -0.22
O -0.466746 5.939906 -4.431254 -0.19 0.14 0.57
C 0.032057 5.188186 -5.518219 0.37 -0.32 -0.50
C 3.702649 2.081455 -3.500051 -0.61 0.04 -0.13
O 3.670754 1.030808 -4.100957 0.31 -0.19 0.03
O 4.719041 2.955667 -3.797193 0.06 -0.21 -0.24
C 5.191574 3.869105 -2.829314 0.13 0.23 0.16
H 5.440805 0.096019 -0.507817 -0.06 0.02 0.01
H 4.393668 1.546082 -0.496947 -0.01 -0.08 -0.04
H 5.128598 0.952918 -2.023096 0.01 -0.04 0.11
H 3.149622 5.004396 -0.683912 -0.08 -0.18 -0.13
H 1.479243 5.606019 -0.842097 -0.04 -0.03 0.10
H 2.795354 6.417283 -1.688429 0.00 -0.06 0.02
H 1.780983 3.312618 0.316546 -0.06 -0.12 -0.17
H 0.526516 2.604370 1.332552 0.04 0.13 -0.10
H 0.133563 4.010511 0.294749 0.06 -0.10 -0.01
H -3.974902 4.096239 -4.730238 0.08 -0.04 0.04
H -4.326970 3.468072 -3.090707 -0.01 -0.02 -0.12
H -3.867323 2.342754 -4.391681 -0.03 0.09 0.05
H -0.518016 5.532565 -6.393933 0.04 -0.11 0.03
H -0.130004 4.115289 -5.374002 0.01 0.11 -0.04
H 1.102770 5.382391 -5.656698 -0.26 -0.08 0.02
H 6.278436 3.760464 -2.786594 -0.06 0.08 -0.01
H 4.776384 3.665786 -1.837966 0.01 0.01 -0.10
H 4.944002 4.897953 -3.124040 0.06 -0.18 0.08
N -1.233462 0.345586 1.228224 0.14 0.14 -0.09
P -2.192142 1.136116 2.192321 -1.12 1.21 1.09
C -1.950549 0.715616 3.949986 0.13 -0.12 -0.54
C -3.005186 0.413313 4.800341 -0.06 0.19 -0.12
C -2.751829 0.102715 6.125624 -0.08 -0.04 0.09
C -1.451426 0.083709 6.601220 0.02 -0.01 -0.04
C -0.398441 0.402976 5.756916 0.09 0.02 0.03
C -0.644999 0.722341 4.433120 -0.03 0.10 -0.03
C -3.952684 0.889961 1.779465 0.56 -0.11 -0.06
C -4.936325 1.815950 2.112371 0.08 0.03 0.11
C -6.249342 1.579647 1.742235 -0.09 0.05 0.04
C -6.580587 0.427105 1.045821 0.02 -0.03 -0.03
C -5.601094 -0.498842 0.724208 -0.10 -0.07 -0.06
C -4.285495 -0.263272 1.081327 0.15 -0.03 0.06
C -2.024468 2.964781 2.185761 0.07 -0.53 -0.20
C -2.374567 3.619350 1.007613 -0.11 -0.14 0.02
C -2.310363 5.000565 0.931698 -0.08 -0.02 -0.06
C -1.897295 5.730457 2.037411 0.01 -0.04 -0.01
C -1.541730 5.081087 3.208436 0.02 0.09 0.03
C -1.600573 3.699695 3.287108 -0.03 -0.22 0.05
H -4.019191 0.436387 4.428018 -0.10 -0.09 -0.01
H -3.569763 -0.135194 6.789207 -0.09 -0.03 0.03
H -1.257362 -0.188614 7.629227 0.01 0.03 0.05
H 0.614329 0.389215 6.132355 0.08 0.02 -0.02
H 0.161787 0.980505 3.757648 0.17 -0.06 0.01
H -4.673160 2.715515 2.651962 -0.01 0.08 0.00
H -7.023926 2.293657 1.987682 0.04 0.06 0.03
H -7.604870 0.260532 0.743240 -0.05 -0.04 0.02
H -5.861351 -1.403529 0.194732 0.02 -0.07 -0.10
H -3.497248 -0.960546 0.828373 -0.15 -0.05 -0.02
H -2.692365 3.020957 0.161890 -0.04 0.15 -0.10
H -2.571074 5.510257 0.015039 0.02 -0.01 -0.09
H -1.852590 6.807896 1.984047 0.02 0.09 -0.02
H -1.222002 5.651092 4.068763 0.03 0.04 0.05
H -1.331483 3.200719 4.207717 0.01 0.03 0.02
O 1.964589 0.631992 1.635484 0.09 -0.10 0.17
C 2.029950 -0.563941 1.410272 0.78 1.25 0.70
N 3.112636 -1.368123 1.629393 0.07 -0.26 0.10
C 2.941458 -2.641084 0.958699 0.11 -0.21 0.06
C 1.494778 -2.480977 0.457974 0.38 -1.15 -0.49
O 0.857773 -3.277877 -0.204542 0.21 -0.10 -0.12
N 1.014227 -1.314125 0.903137 0.52 -0.29 0.56
C 3.988333 -2.891138 -0.111267 0.04 -0.01 -0.28
C 3.651415 -3.461046 -1.329057 -0.06 0.01 -0.01
C 4.630769 -3.751465 -2.261306 0.06 -0.05 -0.04
C 5.959494 -3.479303 -1.990039 0.03 0.02 -0.08
C 6.300254 -2.901170 -0.780277 0.14 0.01 0.07
C 5.325629 -2.621442 0.160974 -0.20 -0.03 0.00
C 2.969585 -3.837624 1.894544 0.08 -0.17 0.27
C 2.534802 -5.065845 1.411219 -0.01 -0.07 0.07
C 2.550656 -6.180935 2.227073 0.02 -0.04 -0.02
C 3.018274 -6.083376 3.527081 -0.01 -0.08 0.08
C 3.473061 -4.866879 4.004756 0.04 -0.08 0.12
C 3.451505 -3.744112 3.193147 -0.05 0.04 -0.14
H 4.026635 -0.966167 1.759480 -0.17 0.18 -0.11
H 2.617477 -3.673214 -1.549596 -0.07 0.01 -0.03
H 4.354237 -4.192345 -3.206881 -0.04 -0.05 -0.10
H 6.726568 -3.719568 -2.711937 0.03 0.03 -0.06
H 7.334681 -2.674079 -0.567025 0.09 0.00 0.06
H 5.621418 -2.204920 1.115596 0.03 0.02 0.08
H 2.158873 -5.137445 0.403355 0.00 -0.03 -0.08
H 2.198261 -7.129517 1.848166 -0.04 -0.06 -0.04
H 3.028555 -6.955687 4.164692 0.02 -0.05 0.05
H 3.844233 -4.799017 5.017542 0.03 0.06 0.06
H 3.799252 -2.793590 3.570043 -0.02 0.09 0.05
```
Positions in Å, forces in eV/Å.

Output
Molecular weight ... 1299.04 g/mol
Spin multiplicity ... 3
HOMO-LUMO gap (spin up / spin down) ... 4.627 / 7.494 eV
F_max ... 0.0394 hartree/bohr
HOMO (spin up / spin down) ... -5.19 / -7.70 eV
E_LUMO (spin up / spin down) ... -0.56 / -0.21 eV

Computed, not measured: C16H20N4O4S2 as an isolated structure in a non-equilibrium geometry, with ωB97M-V/def2-TZVPD.

Geometry as XYZ:
```
46
Properties=species:S:1:pos:R:3:forces:R:3
C -3.954967 -2.377578 -0.242866 -1.87 -2.72 -3.16
C -3.153452 -1.362813 0.550081 -5.19 -0.69 0.22
H -3.839002 -0.879068 1.283794 0.66 -0.47 -0.09
H -2.371018 -1.814932 1.008158 2.73 -1.06 1.27
O -2.783594 -0.429074 -0.366051 -0.59 4.32 -1.02
C -3.745799 0.601080 -0.507732 -1.96 -0.20 -0.70
O -4.941285 0.548861 -0.087676 5.57 0.49 -1.58
C -3.045650 1.809526 -1.495061 -4.92 2.55 9.21
C -1.894731 2.348576 -0.736358 -0.44 0.75 3.55
C -1.784520 2.895425 0.561240 -4.17 2.19 2.17
N -0.657383 3.479943 1.059445 1.79 -3.10 -3.03
C 0.219086 3.030001 0.106511 4.05 1.93 4.25
N 1.685706 2.917340 0.352584 -8.83 6.78 10.55
C 2.632493 2.722020 -0.358615 3.50 -5.49 -11.06
O 2.322074 2.221285 -1.631813 2.03 2.79 5.34
C 3.957881 2.698194 0.263399 2.86 -0.19 -3.40
H 4.574728 3.429559 -0.241798 -0.23 1.40 0.55
H 4.017313 2.725659 1.306168 -0.09 0.07 1.46
S 5.080244 1.386857 -0.473942 -3.16 -0.93 2.00
C 3.750755 0.089845 0.043071 7.65 -2.95 -6.09
N 2.686570 0.343708 0.521887 -4.72 2.22 4.97
C 1.652305 -0.511004 0.938599 9.94 -4.51 -7.26
C 1.886753 -1.749526 0.323375 -2.39 0.31 2.67
C 3.026793 -2.182879 -0.285672 7.78 -0.96 -9.44
O 3.349867 -3.143634 -1.182480 -2.92 2.01 4.98
N 4.098866 -1.159546 -0.589207 -4.83 0.78 4.91
H 4.867426 -1.555934 -1.113957 0.17 0.58 0.15
C 0.864212 -2.753750 0.321058 -1.81 -6.91 3.62
H 1.235522 -3.928011 0.442813 0.30 2.91 -0.79
C -0.088818 -2.853158 -0.771175 0.49 4.54 -5.27
H 0.443556 -2.845304 -1.816261 -0.64 -0.85 1.83
H -0.636645 -1.864946 -1.001440 0.45 -0.90 0.95
H -0.855794 -3.545448 -0.756532 -1.10 -1.86 0.38
H 0.244784 -2.949084 1.262076 0.68 1.60 -0.49
C 0.548714 -0.226619 1.577391 -6.25 6.12 6.69
H 0.810105 1.022377 2.039324 -1.28 -3.68 -1.32
H -0.271881 -0.095540 0.763461 0.53 -0.48 2.01
H 0.371201 -0.844552 2.643047 -0.03 1.36 -3.38
H 1.878255 3.477931 1.405713 -0.68 -2.33 -3.83
S -0.332680 2.287052 -1.156062 1.62 -2.72 -6.24
H -2.604913 3.097750 1.328948 0.38 -0.60 -1.68
H -3.906467 2.641108 -1.312861 1.83 -2.06 -1.83
H -2.804914 1.325999 -2.298169 0.92 -2.07 -5.31
H -4.346021 -3.375265 0.300390 1.02 2.47 -0.93
H -5.001744 -1.879483 -0.843553 3.42 -1.41 1.99
H -3.183952 -2.772932 -1.133248 -2.23 0.95 2.18
```
Positions in Å, forces in eV/Å.

Output
Molecular weight ... 396.49 g/mol
HOMO-LUMO gap ... 8.250 eV
F_max ... 0.2983 hartree/bohr
HOMO ... -8.81 eV
E_LUMO ... -0.56 eV

E (computed, eV): -258315.6944; -52725.5082